A molecular structure, C36H31IrN6O7S, computed with ωB97M-V/def2-TZVPD.

Output
Kohn-Sham gap (alpha / beta), eV: 6.7 / 4.3
Spin multiplicity: 2
HOMO (alpha / beta), eV: -10.353 / -10.111
Electronic energy, eV: -74775.452
Total charge: +1

Atoms and positions in Å:
Ir (0.32, 0.08, -0.94)
C (-1.22, 0.24, -3.70)
O (-1.27, 0.36, -2.26)
C (-2.48, 0.17, -1.61)
C (-3.69, 0.50, -2.19)
C (-4.85, 0.32, -1.45)
C (-4.80, -0.18, -0.15)
C (-3.58, -0.52, 0.42)
C (-2.42, -0.35, -0.32)
N (-1.13, -0.69, 0.17)
N (-1.06, -1.37, 1.21)
C (0.17, -1.64, 1.78)
C (1.39, -1.03, 1.45)
O (1.59, -0.21, 0.43)
C (2.54, -1.27, 2.23)
C (2.50, -2.15, 3.26)
C (1.31, -2.85, 3.59)
C (1.29, -3.80, 4.64)
C (0.13, -4.46, 4.95)
C (-1.04, -4.20, 4.22)
C (-1.05, -3.29, 3.21)
C (0.13, -2.59, 2.87)
H (-1.76, -0.66, -4.00)
H (-0.17, 0.13, -3.96)
H (-1.64, 1.13, -4.15)
H (-3.73, 0.90, -3.19)
H (-5.80, 0.58, -1.89)
H (-5.71, -0.30, 0.42)
H (-3.51, -0.90, 1.42)
H (3.44, -0.74, 1.96)
H (3.40, -2.34, 3.84)
H (2.20, -3.99, 5.19)
H (0.12, -5.19, 5.75)
H (-1.96, -4.73, 4.47)
H (-1.96, -3.09, 2.65)
N (-4.53, 6.28, -1.32)
C (-3.57, 5.47, -0.74)
C (-2.26, 5.94, -0.56)
C (-1.30, 5.12, -0.01)
C (-1.63, 3.83, 0.37)
C (-2.93, 3.35, 0.20)
C (-3.89, 4.16, -0.35)
S (-0.40, 2.78, 1.02)
O (-1.03, 1.70, 1.74)
O (0.64, 3.55, 1.61)
N (0.23, 2.00, -0.31)
C (1.19, 2.47, -1.17)
N (1.60, 1.42, -1.91)
C (2.54, 1.59, -2.83)
C (3.06, 2.85, -3.02)
C (2.55, 3.88, -2.23)
N (1.61, 3.71, -1.31)
H (-4.35, 7.27, -1.33)
H (-5.49, 6.03, -1.17)
H (-2.01, 6.95, -0.85)
H (-0.29, 5.48, 0.13)
H (-3.17, 2.34, 0.52)
H (-4.90, 3.80, -0.47)
H (2.86, 0.71, -3.38)
H (3.83, 3.04, -3.76)
H (2.91, 4.90, -2.36)
C (5.82, -2.74, -0.46)
O (4.93, -3.77, -0.04)
C (3.63, -3.65, -0.38)
C (2.80, -4.71, 0.02)
C (1.47, -4.67, -0.30)
C (0.89, -3.58, -0.98)
C (-0.53, -3.59, -1.36)
C (-1.32, -4.87, -1.18)
O (-1.07, -2.60, -1.80)
C (1.73, -2.50, -1.34)
O (1.31, -1.38, -1.94)
C (3.10, -2.57, -1.06)
H (6.80, -3.04, -0.11)
H (5.55, -1.78, -0.01)
H (5.82, -2.65, -1.54)
H (3.23, -5.55, 0.55)
H (0.84, -5.50, -0.01)
H (-0.82, -5.71, -1.65)
H (-2.30, -4.73, -1.62)
H (-1.44, -5.10, -0.12)
H (3.70, -1.72, -1.35)